(1)
DFT (ωB97M-V with the def2-TZVPD basis set) results for C39H39GeN4PReS as an isolated structure.

```
! wB97M-V def2-TZVPD RIJCOSX def2/J DEFGRID3
* xyz 4 4
Re -0.66021 -0.52712 0.19202
N -2.59631 -2.39578 -1.40217
P -1.61415 -1.13414 -1.94781
C -0.25379 -1.75234 -2.88382
C -0.39683 -1.98979 -4.25744
C 0.63886 -2.59530 -4.94886
C 1.80633 -2.95723 -4.28299
C 1.96084 -2.71710 -2.92106
C 0.93001 -2.11464 -2.22540
C -2.59641 -0.02317 -2.87106
C -1.91911 0.94185 -3.63363
C -2.65208 1.85641 -4.36683
C -4.04407 1.80077 -4.34937
C -4.71313 0.84300 -3.59365
C -3.99550 -0.06430 -2.83294
C -2.21543 -3.08163 -0.27809
C -2.67107 -4.35512 0.04582
C -2.20954 -4.95502 1.19356
C -1.28651 -4.29425 2.02720
C -0.87750 -3.04993 1.67060
N -1.34175 -2.43208 0.53226
H -3.25912 -2.84188 -2.02701
H -1.30254 -1.70507 -4.77898
H 0.53629 -2.79181 -6.00781
H 2.60694 -3.43486 -4.83346
H 2.87274 -3.00249 -2.41644
H 1.06601 -1.94489 -1.15157
H -0.83513 0.95311 -3.68049
H -2.14711 2.59982 -4.96871
H -4.61385 2.50839 -4.93775
H -5.79400 0.80099 -3.60473
H -4.52572 -0.78694 -2.22593
H -3.36778 -4.86058 -0.61031
H -2.55357 -5.94932 1.45163
H -0.91120 -4.75389 2.93013
H -0.17908 -2.48250 2.27895
S 0.88685 1.32955 0.64812
C 0.56863 1.97984 2.31090
N 1.56293 2.07738 3.14942
C 1.41613 2.72165 4.48205
C -0.02014 2.58691 4.95012
C -0.96911 3.07967 3.87282
N -0.64256 2.40039 2.59029
H 2.50924 1.87110 2.83076
H 1.71719 3.76570 4.38865
H 2.11233 2.22403 5.15294
H -0.16151 3.17529 5.85515
H -0.23977 1.54685 5.19808
H -0.88454 4.15604 3.72127
H -2.00518 2.84648 4.10599
H -1.36525 2.31223 1.88817
Ge 3.18965 0.28092 0.56779
C 4.29417 1.33631 1.66370
C 4.78588 2.56503 1.19527
C 5.69219 3.27156 1.96825
C 6.11379 2.75874 3.19294
C 5.62832 1.54061 3.66142
C 4.71711 0.82254 2.90182
C 3.39771 0.26697 -1.31702
C 4.46340 -0.50861 -1.78368
C 4.77216 -0.49907 -3.13815
C 4.02649 0.27695 -4.01723
C 2.96554 1.04511 -3.55382
C 2.65076 1.04753 -2.20197
H 2.78910 -1.03655 1.25140
H 4.48297 2.95795 0.23112
H 6.08537 4.21471 1.61287
H 6.84141 3.30467 3.77886
H 5.97484 1.14659 4.60751
H 4.36645 -0.14032 3.25663
H 5.07200 -1.10215 -1.10884
H 5.60587 -1.08466 -3.50329
H 4.29206 0.30375 -5.06590
H 2.40634 1.66385 -4.24359
H 1.85040 1.68955 -1.84901
C -4.72269 1.81500 1.10191
C -3.76281 2.37882 0.25500
C -2.60414 1.68427 -0.03477
C -2.39605 0.40841 0.54633
C -3.37517 -0.16189 1.38791
C -4.52687 0.55466 1.66363
H -5.63348 2.36012 1.31570
H -3.92895 3.35612 -0.18032
H -1.88340 2.11752 -0.71984
H -3.24177 -1.14007 1.83025
H -5.28107 0.12771 2.31210
*
```

Results
Energy above the lowest of the compared OMol25 structures with the same formula, charge and spin ... 0.0 kJ/mol
Largest force on an atom ... 0.012 hartree/bohr
⟨S²⟩ ... 3.805
Kohn-Sham gap (alpha / beta) ... 6.2 / 5.5 eV

Löwdin atomic charge list, values in e, 5 entries:
1. Re 1.21
2. N -0.03
3. P 0.97
4. C -0.35
5. C -0.04



(2)
DFT (ωB97M-V with the def2-TZVPD basis set) results for B6F24Li as an isolated structure at a distorted geometry.

```
! wB97M-V def2-TZVPD RIJCOSX def2/J DEFGRID3
* xyz -5 1
Li 6.62137 15.40880 -17.44720
B 10.67635 14.43555 -17.86176
F 10.66936 13.45228 -18.84222
F 11.04757 15.65619 -18.49674
F 9.44294 14.68723 -17.21361
F 11.70631 14.14394 -16.91045
B 4.28630 16.21629 -17.77055
F 3.01546 15.59232 -17.91790
F 4.93635 15.72930 -16.63893
F 5.06935 16.00036 -18.89032
F 4.06084 17.59348 -17.47333
B 7.40751 14.49764 -20.63050
F 8.70327 14.96525 -20.90847
F 7.25172 13.22635 -21.28182
F 7.21751 14.35493 -19.25452
F 6.41476 15.30719 -21.22376
B 7.92122 18.18258 -18.23469
F 6.76436 18.67724 -18.89125
F 7.58290 17.08131 -17.38996
F 8.76797 17.74445 -19.27553
F 8.56830 19.21294 -17.55660
B 5.56718 12.47757 -16.69551
F 4.48570 13.01392 -15.96469
F 6.02218 11.26994 -16.07358
F 5.21260 12.24520 -18.00796
F 6.65435 13.42101 -16.63213
B 8.65139 15.05262 -13.79750
F 9.09216 13.81630 -14.31706
F 7.97102 14.87980 -12.55309
F 9.81660 15.81165 -13.51113
F 7.86936 15.74895 -14.71985
*
```

Results
Energy above the lowest of the compared OMol25 structures with the same formula, charge and spin ... 304.1 kJ/mol
Largest force on an atom ... 0.041 hartree/bohr
Kohn-Sham gap ... 7.9 eV

Löwdin atomic charge list, values in e, 5 entries:
1. Li 0.73
2. B -1.23
3. F 0.09
4. F 0.04
5. F 0.11



(3)
DFT (ωB97M-V with the def2-TZVPD basis set) results for a 3-piece molecular cluster, C5H15NO2 overall at a distorted geometry.

```
! wB97M-V def2-TZVPD RIJCOSX def2/J DEFGRID3
* xyz 0 1
C -1.03820 -2.43910 -0.56924
C -0.99391 -1.03699 -0.07264
C 0.08934 -0.26287 -0.18546
C 0.03328 1.20751 0.10923
C 1.31387 1.95141 -0.30410
N 2.24559 1.74159 0.82684
H -1.92217 -2.66805 -1.16683
H -1.09138 -3.12228 0.29675
H -0.20965 -2.82626 -1.15904
H -1.92357 -0.66858 0.35697
H 1.00728 -0.70645 -0.56004
H -0.85371 1.68575 -0.32371
H -0.11606 1.46221 1.17120
H 1.22938 3.01071 -0.56108
H 1.75378 1.55190 -1.22188
H 3.19672 1.99544 0.59237
H 1.94881 2.14120 1.70587
O 0.58094 -1.40019 2.69166
H 1.03247 -1.05474 1.90626
H -0.22103 -0.91657 2.57769
O -2.16360 0.22566 -2.56335
H -1.20352 0.30931 -2.44866
H -2.52230 0.39629 -1.70122
*
```

Results
Energy above the lowest of the compared OMol25 structures with the same formula, charge and spin ... 157.5 kJ/mol
Largest force on an atom ... 0.032 hartree/bohr
SMILES ... C/C=C/CCN.O.O
Kohn-Sham gap ... 10.1 eV

Löwdin atomic charge list, values in e, 5 entries:
1. C -0.10
2. C -0.20
3. C -0.17
4. C -0.21
5. C -0.28



(4)
DFT (ωB97M-V with the def2-TZVPD basis set) results for C31H41I2N6O6PReS3 as an isolated structure.

```
! wB97M-V def2-TZVPD RIJCOSX def2/J DEFGRID3
* xyz 0 4
Re 0.60913 0.62332 0.17705
C 3.25791 -1.01723 3.26427
C 2.43596 -0.92340 2.01590
N 1.78127 0.17135 1.79170
N 1.94225 1.22229 2.70776
C 2.10290 2.35384 2.12593
S 2.13674 2.54278 0.36504
S 2.24643 3.81137 3.06488
C 1.39928 3.30967 4.60791
C -0.04547 2.94971 4.36727
C -0.49266 1.64509 4.51766
C -1.81345 1.31680 4.23523
C -2.69395 2.29215 3.79979
C -2.25594 3.60409 3.65611
C -0.94151 3.92872 3.93955
C 2.38799 -2.03273 1.07156
C 2.72196 -3.32486 1.51378
C 2.75109 -4.40102 0.66071
C 2.47052 -4.20373 -0.69289
C 2.15031 -2.95024 -1.15943
C 2.07832 -1.85172 -0.29319
O 1.73774 -0.67901 -0.81331
H 3.79818 -0.08765 3.42398
H 3.96453 -1.83765 3.22009
H 2.58494 -1.15151 4.11550
H 1.48962 4.19328 5.24071
H 1.95033 2.49458 5.06968
H 0.19788 0.86968 4.82077
H -2.14304 0.28972 4.32543
H -3.71518 2.03098 3.55405
H -2.93821 4.36844 3.30663
H -0.59492 4.94777 3.80569
H 2.93311 -3.48571 2.56197
H 2.98628 -5.38691 1.03875
H 2.49742 -5.03926 -1.38156
H 1.92529 -2.77526 -2.20380
C -0.60128 -7.38142 -0.02117
C -0.75706 -5.94968 0.41590
C -1.28036 -4.98779 -0.44362
C -1.40998 -3.66792 -0.04248
C -1.00639 -3.29854 1.23128
C -0.48175 -4.24039 2.10280
C -0.36596 -5.55804 1.69244
S -1.25497 -1.63815 1.80221
O -2.63905 -1.53920 2.19305
O -0.24939 -1.40583 2.80677
N -1.00735 -0.72365 0.47349
C -2.17186 0.09168 0.06828
C -2.02278 1.54790 0.51305
O -2.92082 2.34468 0.38525
O -0.80887 1.84303 0.97130
H -0.93776 -7.52082 -1.04775
H -1.17982 -8.05001 0.61851
H 0.44263 -7.69523 0.03850
H -1.58526 -5.27548 -1.44320
H -1.80346 -2.92105 -0.72012
H -0.16402 -3.93114 3.09007
H 0.04844 -6.29398 2.37282
H -3.12017 -0.30017 0.42657
H -2.20417 0.10090 -1.02323
C -1.70790 0.07349 -4.45756
N -1.87639 1.24397 -3.60559
C -3.24784 1.43114 -3.12813
P -0.60187 1.98317 -2.88934
O -0.06009 1.31246 -1.65490
N -1.16735 3.47238 -2.52601
C -0.67092 4.24198 -1.38362
C -1.84707 4.29073 -3.52214
N 0.60998 1.92184 -3.99695
C 1.99683 1.64976 -3.62157
C 0.44293 2.50425 -5.31852
H -2.36271 0.15314 -5.32846
H -1.96705 -0.84119 -3.91640
H -0.67859 -0.00480 -4.79594
H -3.89155 1.76323 -3.94691
H -3.28245 2.15609 -2.31872
H -3.64385 0.48629 -2.74865
H -0.27884 3.58756 -0.61429
H -1.50578 4.79112 -0.94704
H 0.10598 4.94838 -1.69194
H -2.28592 3.67200 -4.30162
H -1.16531 5.01089 -3.98570
H -2.65036 4.84667 -3.03473
H 2.03893 1.07685 -2.70009
H 2.57042 2.57360 -3.49823
H 2.46821 1.05841 -4.40994
H -0.61339 2.63009 -5.54986
H 0.87865 1.84265 -6.07127
H 0.93543 3.47828 -5.39639
I 4.83027 1.22807 -0.21067
I 7.20602 0.05007 -0.71071
*
```

Results
Energy above the lowest of the compared OMol25 structures with the same formula, charge and spin ... 0.0 kJ/mol
Largest force on an atom ... 0.011 hartree/bohr
⟨S²⟩ ... 3.769
Kohn-Sham gap (alpha / beta) ... 6.9 / 7.4 eV

Löwdin atomic charge list, values in e, 5 entries:
1. Re 1.55
2. C 0.01
3. C -0.26
4. N -0.17
5. N -0.01



(5)
DFT (ωB97M-V with the def2-TZVPD basis set) results for C5H7N as an isolated structure at a distorted geometry.

```
! wB97M-V def2-TZVPD RIJCOSX def2/J DEFGRID3
* xyz 0 1
C -0.16968 0.03414 1.19580
C -0.03616 1.01632 -0.16950
C 0.59214 -0.79992 0.20234
C -0.42787 -0.86937 -0.79830
C -1.09184 0.15884 -1.01464
H -1.15151 -0.03440 1.59413
H 0.40284 0.30414 2.08832
H -0.17972 2.07017 -0.36898
H 2.00636 0.72041 0.16427
H 1.44522 -1.61122 0.42076
H -0.72989 -1.94445 -1.13813
H -1.81377 0.56377 -1.69094
N 1.15390 0.39155 -0.48512
*
```

Results
Energy above the lowest of the compared OMol25 structures with the same formula, charge and spin ... 507.0 kJ/mol
Largest force on an atom ... 0.253 hartree/bohr
Kohn-Sham gap ... 10.0 eV

Löwdin atomic charge list, values in e, 5 entries:
1. C -0.04
2. C -0.27
3. C -0.31
4. C -0.22
5. C -0.02



(6)
DFT (ωB97M-V with the def2-TZVPD basis set) results for a 2-piece molecular cluster, C2H6S3 overall at a distorted geometry.

```
! wB97M-V def2-TZVPD RIJCOSX def2/J DEFGRID3
* xyz 0 1
C 0.88894 -1.19748 0.53987
C -1.16005 0.53912 0.11195
S 2.24730 1.60881 -0.23309
S -2.59457 1.32812 -0.36639
S -0.64294 -1.05803 -0.44116
H 1.58828 -0.38496 0.17420
H 1.33603 -2.16533 0.24328
H 0.48731 -1.23290 1.63007
H -0.36103 1.21948 0.30857
H 1.26405 1.13676 -1.08408
H -3.05333 0.20641 -0.88321
*
```

Results
Energy above the lowest of the compared OMol25 structures with the same formula, charge and spin ... 293.6 kJ/mol
Largest force on an atom ... 0.047 hartree/bohr
Kohn-Sham gap (alpha / beta) ... 9.3 / 4.3 eV

Löwdin atomic charge list, values in e, 5 entries:
1. C -0.43
2. C -0.97
3. S 0.38
4. S 0.73
5. S 0.73